Entry 1:
C39H49AsFeN8OP2 | wB97M-V/def2-TZVPD

Last column: Mulliken spin population.
Element x y z (Å)
Fe1 0.413 -0.595 0.099  4.2479
C1 0.153 3.922 0.194  0.0047
C2 -0.168 2.582 0.362  -0.0045
N1 0.682 1.621 0.010  0.0780
C3 1.893 1.983 -0.436  0.0141
C4 2.191 3.337 -0.622  -0.0019
N2 1.322 4.283 -0.322  -0.0029
C5 2.800 0.866 -0.725  0.0341
C6 4.148 0.996 -0.990  -0.0043
C7 4.910 -0.143 -1.271  0.0036
C8 4.232 -1.362 -1.369  -0.0119
C9 2.871 -1.419 -1.133  0.0254
N3 2.180 -0.332 -0.725  0.0134
C10 2.028 -2.587 -1.383  0.0422
C11 2.501 -3.787 -1.921  0.0019
N4 1.695 -4.789 -2.210  -0.0018
C12 0.400 -4.628 -1.979  0.0076
C13 -0.089 -3.446 -1.442  0.0057
N5 0.708 -2.421 -1.136  0.0357
C14 6.360 -0.074 -1.504  0.0070
C15 6.925 1.001 -2.185  0.0033
C16 8.300 1.004 -2.397  -0.0012
N6 9.071 0.023 -1.961  0.0036
C17 8.557 -1.003 -1.305  -0.0013
C18 7.193 -1.099 -1.059  0.0036
H1 -0.532 4.713 0.472  0.0009
H2 -1.106 2.267 0.801  0.0042
H3 3.142 3.653 -1.035  0.0012
H4 4.617 1.969 -0.954  0.0005
H5 4.772 -2.251 -1.661  -0.0002
H6 3.554 -3.934 -2.127  0.0008
H7 -0.255 -5.454 -2.226  0.0005
H8 -1.145 -3.329 -1.260  -0.0021
H9 6.319 1.809 -2.578  0.0003
H10 8.788 1.812 -2.928  0.0000
H11 9.247 -1.767 -0.968  0.0000
H12 6.806 -1.946 -0.504  0.0004
C19 -2.540 -0.435 2.424  0.0120
P1 -1.425 -1.312 1.278  0.0106
C20 -2.623 -1.952 0.043  0.0471
N7 -3.473 -2.909 0.285  -0.0016
C21 -4.250 -3.410 -0.684  0.0015
C22 -5.128 -4.482 -0.459  -0.0002
C23 -5.872 -4.986 -1.492  0.0016
C24 -5.769 -4.441 -2.790  -0.0006
C25 -4.919 -3.398 -3.050  0.0009
C26 -4.142 -2.856 -2.016  0.0016
N8 -3.290 -1.839 -2.224  0.0043
C27 -2.543 -1.371 -1.268  0.0322
P2 -1.428 0.094 -1.470  0.0625
C28 -2.719 1.348 -1.079  0.0264
C29 -1.107 0.398 -3.316  0.0453
C30 -0.227 -0.751 -3.813  0.0104
C31 -0.323 1.718 -3.376  0.0197
C32 -2.369 0.527 -4.165  0.0022
C33 -0.654 -2.754 2.254  0.0294
C34 0.834 -2.769 1.803  0.1162
C35 -1.309 -4.108 1.976  0.0032
C36 -0.737 -2.483 3.759  0.0074
H13 -3.145 -1.172 2.952  0.0052
H14 -3.207 0.231 1.881  0.0000
H15 -1.950 0.135 3.138  -0.0059
H16 -5.197 -4.894 0.540  0.0001
H17 -6.542 -5.816 -1.313  0.0000
H18 -6.369 -4.849 -3.592  0.0000
H19 -4.831 -2.972 -4.041  0.0001
H20 -3.588 1.125 -1.695  0.0027
H21 -2.366 2.354 -1.305  -0.0016
H22 -3.015 1.301 -0.032  -0.0005
H23 0.681 -0.836 -3.211  0.0026
H24 0.070 -0.569 -4.847  0.0005
H25 -0.768 -1.699 -3.782  0.0015
H26 0.529 1.719 -2.689  -0.0065
H27 -0.957 2.577 -3.155  -0.0001
H28 0.064 1.855 -4.387  0.0006
H29 -2.999 -0.348 -4.095  0.0001
H30 -2.060 0.634 -5.208  0.0015
H31 -2.952 1.411 -3.909  0.0002
H32 1.096 -3.701 1.303  -0.0015
H33 1.508 -2.635 2.648  0.0021
H34 1.023 -1.926 1.107  0.0037
H35 -1.174 -4.429 0.944  0.0001
H36 -2.372 -4.089 2.194  0.0001
H37 -0.844 -4.855 2.623  0.0011
H38 -0.309 -1.512 4.011  -0.0013
H39 -0.169 -3.254 4.283  0.0004
H40 -1.761 -2.533 4.125  -0.0005
C37 2.699 -0.389 4.205  0.0022
As1 1.418 0.832 3.438  0.0260
C38 0.147 1.358 4.796  0.0055
C39 2.363 2.449 2.976  0.0013
O1 0.633 0.103 2.137  0.0177
H41 3.177 0.087 5.061  0.0004
H42 3.456 -0.642 3.463  -0.0001
H43 2.197 -1.295 4.540  0.0000
H44 0.679 1.999 5.500  0.0011
H45 -0.249 0.497 5.331  -0.0003
H46 -0.667 1.926 4.350  0.0001
H47 2.917 2.768 3.859  0.0001
H48 1.659 3.232 2.701  -0.0004
H49 3.066 2.276 2.164  0.0006

For the calculated total energy, the calculation gives -6210.1327 a.u. For the energy above the lowest of the compared OMol25 structures with the same formula, charge and spin, the calculation gives 39.9 kcal per mole. Its total charge is +3. As for the HOMO energy (spin up / spin down): -15.71 / -15.71 eV. The multiplicity is 6. Its LUMO energy (spin up / spin down) is -9.03 / -9.99 eV. Its expectation value of S² is 8.76. Its molar mass is 838.59 g mol⁻¹.



Entry 2:
C3H4Cl2N2 | wB97M-V/def2-TZVPD

Last column: Mulliken charge in e.
Element x y z (Å)
Cl1 2.200 0.980 -0.497  -0.3418
C1 0.822 0.196 0.922  -0.0203
N1 0.009 1.279 0.688  -0.4727
C2 -0.894 0.968 -0.134  -0.0550
C3 -0.882 -0.429 -0.527  -0.3951
N2 0.172 -0.886 0.398  -0.0516
Cl2 0.904 -2.306 -0.051  -0.0403
H1 1.488 0.203 1.867  0.4032
H2 -1.556 1.624 -0.636  0.3777
H3 -1.786 -1.071 -0.408  0.3128
H4 -0.475 -0.558 -1.620  0.2831

For the calculated total energy, the calculation gives -1146.5200 a.u. For the energy above the lowest of the compared OMol25 structures with the same formula, charge and spin, the calculation gives 39.2 kcal per mole. As for the HOMO energy: -9.48 eV. The multiplicity is 1. Its SMILES is Cl[C@H]1N=CCN1Cl. Its LUMO energy is -0.12 eV. Its molar mass is 138.99 g mol⁻¹.



Entry 3:
C36H48Cl12F32O4 | wB97M-V/def2-TZVPD

Last column: Mulliken charge in e.
Element x y z (Å)
F1 8.961 -5.133 10.303  -0.2708
C1 7.861 -5.746 9.881  0.0991
F2 6.821 -5.227 10.446  -0.2507
C2 7.833 -6.074 8.336  0.9527
F3 7.016 -7.106 8.297  -0.2831
F4 9.015 -6.477 7.848  -0.2852
C3 7.313 -4.946 7.417  -0.7777
O1 6.914 -5.378 6.118  -0.3666
C4 6.909 -4.382 5.077  0.8432
F5 6.309 -5.000 4.109  -0.2669
F6 6.161 -3.313 5.426  -0.2988
C5 8.272 -3.852 4.587  0.2145
F7 8.026 -2.951 3.624  -0.2332
F8 9.110 -3.446 5.532  -0.2221
H1 7.958 -6.690 10.417  0.2169
H2 8.119 -4.213 7.393  0.3805
H3 6.405 -4.477 7.795  0.3398
H4 8.856 -4.547 3.982  0.2070
F9 -1.766 7.971 9.057  -0.2395
C6 -0.998 8.835 8.404  0.1672
F10 -1.497 8.924 7.165  -0.2700
C7 -0.874 10.180 9.136  0.9076
F11 -0.079 10.975 8.388  -0.2853
F12 -0.084 10.003 10.248  -0.2963
C8 -2.253 10.858 9.613  -0.8989
O2 -2.903 10.210 10.683  -0.2987
C9 -4.088 10.879 11.136  0.8616
F13 -3.689 12.007 11.799  -0.3056
F14 -4.810 11.321 10.183  -0.2617
C10 -4.802 9.887 12.136  0.2206
F15 -4.041 9.043 12.858  -0.2331
F16 -5.515 10.559 13.039  -0.2527
H5 0.039 8.500 8.374  0.2453
H6 -2.796 10.974 8.675  0.3230
H7 -2.050 11.874 9.950  0.4192
H8 -5.536 9.225 11.677  0.1971
F17 2.656 1.837 4.333  -0.2653
C11 2.449 2.879 3.536  0.2402
F18 2.445 3.987 4.269  -0.2850
C12 3.498 2.877 2.448  1.0542
F19 4.679 3.320 2.927  -0.3306
F20 3.147 3.659 1.545  -0.2847
C13 3.748 1.534 1.833  -0.9535
O3 2.500 0.951 1.309  -0.4437
C14 2.670 0.156 0.114  0.8333
F21 3.204 0.981 -0.796  -0.2529
F22 3.589 -0.689 0.543  -0.2709
C15 1.247 -0.380 -0.301  0.2586
F23 0.507 0.649 -0.891  -0.2218
F24 1.293 -1.454 -1.115  -0.2491
H9 1.439 2.803 3.135  0.2189
H10 4.175 0.904 2.613  0.3541
H11 4.539 1.589 1.085  0.4345
H12 0.696 -0.726 0.574  0.1583
F25 2.702 1.572 -14.498  -0.2857
C16 2.425 1.593 -13.188  0.1507
F26 1.782 2.807 -13.090  -0.2558
C17 1.551 0.272 -12.835  0.8595
F27 2.385 -0.807 -12.701  -0.2964
F28 0.792 -0.033 -13.812  -0.2660
C18 0.591 0.360 -11.585  -0.7214
O4 1.215 0.463 -10.296  -0.3792
C19 0.630 -0.395 -9.222  0.8524
F29 -0.730 -0.172 -9.152  -0.2930
F30 0.712 -1.710 -9.568  -0.2658
C20 1.121 -0.064 -7.844  0.1721
F31 0.325 -0.670 -6.955  -0.2274
F32 2.412 -0.475 -7.807  -0.2416
H13 3.474 1.636 -12.895  0.2702
H14 -0.002 -0.545 -11.723  0.3806
H15 -0.042 1.241 -11.691  0.3081
H16 1.094 1.019 -7.730  0.2378
Cl1 6.119 4.419 8.739  -0.1148
C21 7.335 4.325 7.446  0.0850
Cl2 7.664 2.672 6.745  -0.0955
Cl3 8.756 5.336 7.838  -0.1321
H17 6.935 5.043 6.730  0.2585
Cl4 0.798 -6.546 5.425  -0.1131
C22 -0.151 -5.800 4.140  0.0543
Cl5 0.395 -4.272 3.557  -0.0673
Cl6 -1.854 -5.714 4.615  -0.1302
H18 -0.115 -6.457 3.270  0.2582
Cl7 -3.406 0.046 3.101  -0.0914
C23 -4.461 1.222 3.868  0.0234
Cl8 -3.473 2.401 4.787  -0.1118
Cl9 -5.468 0.235 4.971  -0.1294
H19 -5.132 1.739 3.182  0.3106
Cl10 0.893 5.278 -2.274  -0.1110
C24 -0.710 5.791 -1.725  0.0459
Cl11 -1.090 5.069 -0.230  -0.0828
Cl12 -2.013 5.436 -2.970  -0.1441
H20 -0.692 6.862 -1.524  0.2936
C25 -9.396 -1.263 -7.261  -1.1595
C26 -8.031 -0.777 -7.754  -0.4470
C27 -7.235 0.018 -6.677  -0.7947
C28 -6.830 -0.843 -5.402  -0.5695
C29 -5.502 -0.540 -4.645  -0.4470
C30 -5.106 -1.621 -3.644  -1.0636
H21 -9.424 -1.706 -6.266  0.3054
H22 -9.882 -2.042 -7.848  0.3476
H23 -10.101 -0.439 -7.155  0.3103
H24 -7.396 -1.574 -8.140  0.3199
H25 -8.145 -0.131 -8.625  0.3348
H26 -7.816 0.906 -6.425  0.3299
H27 -6.335 0.507 -7.051  0.4071
H28 -7.544 -0.834 -4.578  0.3324
H29 -6.679 -1.857 -5.774  0.3018
H30 -4.782 -0.267 -5.416  0.3723
H31 -5.821 0.327 -4.066  0.2499
H32 -4.578 -2.415 -4.173  0.1967
H33 -4.574 -1.150 -2.817  0.3493
H34 -6.004 -2.069 -3.221  0.3255
C31 -3.510 -5.777 -6.392  -1.1907
C32 -2.268 -6.623 -6.472  -0.5049
C33 -1.270 -6.274 -5.316  -0.4516
C34 -1.498 -7.290 -4.191  -0.5418
C35 -0.979 -6.904 -2.840  -0.6731
C36 0.535 -7.204 -2.718  -1.1174
H35 -4.178 -5.884 -7.246  0.3963
H36 -3.300 -4.707 -6.365  0.2833
H37 -4.037 -6.097 -5.493  0.2714
H38 -2.575 -7.668 -6.492  0.3011
H39 -1.698 -6.470 -7.388  0.3735
H40 -1.384 -5.276 -4.895  0.3401
H41 -0.220 -6.398 -5.582  0.3369
H42 -2.573 -7.430 -4.078  0.3001
H43 -1.127 -8.309 -4.303  0.2535
H44 -1.105 -5.851 -2.591  0.3390
H45 -1.561 -7.377 -2.049  0.3279
H46 0.630 -8.289 -2.748  0.2968
H47 1.042 -6.730 -3.559  0.3070
H48 0.892 -6.993 -1.710  0.3530

For the calculated total energy, the calculation gives -10419.2913 a.u. As for the HOMO energy: -10.62 eV. The multiplicity is 1. Its SMILES is FC(F)C(F)(F)COC(F)(F)C(F)F.FC(F)C(F)(F)COC(F)(F)C(F)F.FC(F)C(F)(F)COC(F)(F)C(F)F.FC(F)C(F)(F)COC(F)(F)C(F)F.ClC(Cl)Cl.ClC(Cl)Cl.ClC(Cl)Cl.ClC(Cl)Cl.CCCCCC.CCCCCC. Its LUMO energy is 0.03 eV. Its molar mass is 1578.15 g mol⁻¹.



Entry 4:
C63H39Cl5N5O5PV | wB97M-V/def2-TZVPD

Last column: Mulliken spin population.
Element x y z (Å)
V1 0.022 -0.072 -0.889  1.8990
Cl1 3.541 8.542 1.480  0.0012
C1 2.949 7.004 0.908  0.0118
C2 2.588 6.067 1.911  -0.0073
C3 2.106 4.887 1.518  0.0258
C4 1.984 4.557 0.171  0.0517
C5 2.345 5.437 -0.798  0.0445
C6 2.836 6.693 -0.388  -0.0078
C7 1.420 3.137 -0.173  0.1895
C8 2.103 1.985 0.297  -0.0702
C9 3.293 1.961 1.106  0.1979
C10 3.587 0.632 1.431  -0.0249
C11 2.587 -0.137 0.769  0.2059
C12 2.388 -1.594 0.985  -0.0218
C13 3.684 -2.119 1.562  0.0036
C14 3.874 -2.232 2.921  0.0067
C15 5.051 -2.777 3.433  0.0068
C16 6.036 -3.232 2.579  -0.0011
Cl2 7.373 -4.138 3.218  0.0000
C17 5.860 -3.074 1.217  0.0074
C18 4.752 -2.441 0.746  -0.0074
C19 2.057 -2.362 -0.320  0.1069
N1 1.222 -1.770 -1.230  -0.1126
C20 1.345 -2.611 -2.343  -0.0378
C21 0.515 -2.527 -3.533  0.1801
C22 0.643 -3.505 -4.597  0.0259
C23 0.421 -4.856 -4.528  0.0235
C24 0.645 -5.660 -5.657  -0.0030
C25 1.061 -5.134 -6.852  0.0056
Cl3 1.328 -6.077 -8.289  0.0005
C26 1.335 -3.774 -6.941  -0.0023
C27 1.180 -2.979 -5.835  0.0206
C28 -0.540 -1.670 -3.595  -0.0566
C29 -1.620 -1.718 -4.501  0.0748
C30 -2.491 -0.736 -4.225  -0.0910
C31 -1.903 0.057 -3.174  0.0993
N2 -0.790 -0.602 -2.703  0.0389
C32 -2.295 1.266 -2.771  -0.0186
C33 -1.468 2.171 -2.040  0.2158
C34 -1.703 3.559 -1.973  -0.0597
C35 -0.625 4.116 -1.289  0.2428
C36 0.223 3.037 -0.913  -0.0671
N3 -0.326 1.858 -1.373  -0.1027
C37 -3.543 1.758 -3.467  -0.0286
C38 -4.682 0.983 -3.103  -0.0107
C39 -5.937 1.296 -3.603  -0.0007
C40 -6.046 2.451 -4.451  -0.0021
Cl4 -7.562 2.892 -5.117  -0.0003
C41 -4.989 3.226 -4.766  0.0015
C42 -3.724 2.893 -4.241  -0.0039
C43 2.174 -3.712 -2.102  0.0739
C44 2.642 -3.509 -0.788  0.0014
N4 1.729 0.647 0.097  -0.0478
H1 2.724 6.239 2.937  -0.0001
H2 1.855 4.103 2.215  0.0067
H3 2.292 5.158 -1.843  0.0014
H4 3.120 7.350 -1.261  0.0001
H5 3.950 2.789 1.378  0.0111
H6 4.336 0.259 2.074  -0.0044
H7 3.041 -1.960 3.568  -0.0007
H8 5.180 -3.014 4.464  0.0005
H9 6.624 -3.426 0.529  0.0004
H10 4.710 -2.326 -0.357  -0.0013
H11 0.085 -5.358 -3.645  -0.0013
H12 0.330 -6.666 -5.533  -0.0002
H13 1.795 -3.322 -7.819  -0.0002
H14 1.280 -1.881 -6.000  0.0006
H15 -1.697 -2.463 -5.270  0.0079
H16 -3.399 -0.417 -4.717  -0.0076
H17 -2.495 4.036 -2.489  -0.0196
H18 -0.535 5.202 -1.076  0.0078
H19 -4.585 0.051 -2.498  -0.0030
H20 -6.810 0.748 -3.269  -0.0001
H21 -5.080 4.089 -5.499  0.0003
H22 -2.854 3.503 -4.542  -0.0013
H23 2.326 -4.495 -2.822  0.0103
H24 3.215 -4.152 -0.132  -0.0024
O1 -4.028 -1.831 0.475  -0.0019
Cl5 -2.917 -2.143 -0.351  -0.0040
O2 -3.388 -2.319 -1.688  0.0013
O3 -1.958 -1.058 -0.287  -0.0368
O4 -2.365 -3.356 0.142  0.0002
O5 1.148 -2.690 2.769  0.0006
C45 1.218 -1.845 1.908  0.0061
N5 0.139 -0.973 1.603  -0.0470
P1 -0.783 -0.413 2.745  -0.0076
C46 0.300 0.465 3.961  0.0102
C47 0.748 1.775 3.741  -0.0076
C48 1.854 2.273 4.458  0.0087
C49 2.469 1.464 5.393  -0.0032
C50 1.956 0.207 5.684  -0.0002
C51 0.852 -0.262 4.996  0.0036
C52 -1.768 -1.604 3.658  -0.0024
C53 -2.386 -1.206 4.881  -0.0006
C54 -3.191 -2.136 5.532  -0.0003
C55 -3.373 -3.432 5.069  0.0003
C56 -2.786 -3.760 3.844  -0.0002
C57 -1.927 -2.884 3.157  -0.0004
C58 -1.959 0.781 2.150  -0.0336
C59 -3.316 0.760 2.485  0.0008
C60 -4.153 1.781 2.018  0.0035
C61 -3.596 2.840 1.350  0.0106
C62 -2.239 2.845 1.030  0.0180
C63 -1.438 1.801 1.382  0.0689
H25 0.329 2.437 2.976  0.0007
H26 2.164 3.311 4.231  0.0018
H27 3.315 1.788 5.973  -0.0001
H28 2.389 -0.360 6.523  0.0000
H29 0.392 -1.214 5.245  -0.0001
H30 -2.228 -0.227 5.245  0.0001
H31 -3.675 -1.879 6.488  0.0000
H32 -4.087 -4.081 5.544  0.0000
H33 -2.992 -4.714 3.454  0.0000
H34 -1.404 -3.171 2.254  -0.0010
H35 -3.713 -0.103 3.073  -0.0002
H36 -5.211 1.830 2.248  0.0001
H37 -4.202 3.634 0.873  0.0000
H38 -1.876 3.709 0.478  -0.0092
H39 -0.380 1.819 1.114  0.0390

For the calculated total energy, the calculation gives -6660.3629 a.u. For the energy above the lowest of the compared OMol25 structures with the same formula, charge and spin, the calculation gives 69.3 kcal per mole. Its total charge is -2. As for the HOMO energy (spin up / spin down): -0.45 / -1.26 eV. The multiplicity is 4. Its LUMO energy (spin up / spin down) is 3.58 / 3.58 eV. Its expectation value of S² is 3.87. Its molar mass is 1205.22 g mol⁻¹.



> The lowest calculated total energy belongs to which entry?

C36H48Cl12F32O4



> What is the calculated total energy in the fourth record?

-6660.3629 a.u.